96
Properties=species:S:1:pos:R:3:mulliken_charge:R:1 method="wB97M-V/def2-TZVPD" e_tot_ha=-5862.71784 homo_lumo_gap_ev=9.5 fmax_ev_per_a=6.12 multiplicity=1 smiles="O=C1OCCO1.O=C1OCCO1.O=C1OCCO1.O=C1OCCO1.CNC(C)=O.CNC(C)=O.ClCCCl.ClCCCl.ClCCCl.ClCCCl" charge=0 homo_energy_ev=-9.3 e_lumo_ev=0.17
Cl -3.81 -3.57 3.37 -0.19
Cl 1.19 0.67 7.19 -0.17
Cl -4.25 -0.08 1.27 -0.09
Cl -0.68 -3.05 4.35 -0.19
Cl -3.92 0.98 -1.89 -0.18
Cl 3.81 4.73 -1.74 -0.21
Cl 4.38 1.42 -2.53 -0.10
Cl 1.70 2.65 4.58 -0.01
O -1.01 -3.87 -4.09 -0.64
O -2.81 0.62 3.99 0.00
O 4.43 -2.07 -4.64 -0.35
O 3.40 -0.21 2.17 -0.54
O 4.73 -3.32 -2.80 -0.68
O -0.52 -0.15 0.10 -0.30
O 3.17 -1.66 -2.96 -0.20
O 2.47 -2.25 1.63 -0.32
O -1.71 2.62 4.34 -0.54
O 0.26 0.82 -1.83 -0.14
O -3.06 1.63 5.92 -0.38
O 1.57 1.76 -5.48 -0.64
O 3.68 -1.99 3.48 -0.31
O 0.66 1.70 0.26 -0.47
N 0.14 3.32 -4.76 -0.15
N -2.30 -2.04 -4.35 -0.09
C 3.72 -0.93 -5.04 -0.24
C 0.48 2.33 -5.54 0.77
C -3.20 -4.26 -4.95 -1.02
C 0.13 0.78 -0.59 0.31
C 2.60 -0.91 -4.06 0.42
C 0.91 2.39 7.23 -0.25
C -2.08 -3.35 -4.41 0.60
C -4.56 1.55 0.71 -0.62
C 3.35 3.25 -0.80 0.41
C -1.23 -4.03 2.96 -0.32
C 1.91 3.13 6.25 -0.65
C -1.27 -1.12 -3.84 -0.56
C -3.50 -0.26 4.80 -0.15
C -4.08 0.63 5.86 -0.40
C 4.13 -2.42 -3.44 0.62
C 4.39 2.15 -0.94 -0.24
C -0.25 -0.05 1.47 1.89
C 2.94 -3.19 3.60 -0.23
C -3.64 2.02 -0.45 0.09
C 2.53 -3.48 2.19 0.43
C -2.43 -3.37 2.29 0.05
C 0.78 3.55 -3.43 -0.55
C -2.40 1.66 4.71 0.47
C 0.26 1.31 1.60 0.51
C -0.51 1.94 -6.64 -1.13
C 3.25 -1.42 2.41 0.64
H -2.57 1.89 -0.26 -0.36
H -1.37 2.62 -6.70 0.34
H 1.06 4.60 -3.32 0.33
H 4.23 0.04 -5.03 0.27
H -4.10 0.15 6.84 0.33
H 0.51 -0.81 1.65 -0.56
H 0.89 2.84 8.23 0.35
H 2.41 2.93 -1.26 -0.57
H -1.35 -5.03 3.37 0.51
H 1.11 1.45 2.27 -0.49
H -3.82 3.07 -0.65 0.43
H -5.06 1.07 5.67 0.26
H -2.27 -2.32 2.05 -0.35
H -3.94 -3.72 -5.55 0.32
H 2.13 -3.11 4.33 0.11
H 1.66 -1.27 -4.47 0.13
H -2.79 -3.87 1.39 0.40
H 0.00 2.07 -7.59 0.34
H 3.14 -4.23 1.69 0.29
H 0.10 3.41 -2.60 0.22
H 4.08 1.28 -0.35 -0.11
H -4.49 2.23 1.55 0.28
H -2.77 -1.01 5.08 0.16
H 1.51 -3.85 2.09 -0.38
H -1.19 -0.17 2.01 -0.91
H -0.54 -0.86 -4.61 0.00
H -0.75 0.88 -6.57 0.20
H -4.30 -0.77 4.26 0.21
H -3.67 -4.84 -4.16 0.26
H -0.04 2.52 6.72 0.08
H -1.83 -0.21 -3.64 0.17
H -2.67 -5.01 -5.54 0.30
H 3.17 3.61 0.21 0.39
H 3.19 -1.10 -5.97 0.35
H -3.19 -1.63 -4.60 0.26
H 1.83 4.21 6.32 0.31
H 2.39 0.12 -3.79 -0.36
H 3.53 -3.98 4.07 0.32
H 2.95 2.97 6.53 0.36
H -0.56 1.93 1.97 0.31
H 1.69 2.95 -3.29 0.05
H -0.44 -4.19 2.24 0.07
H -5.60 1.53 0.38 0.44
H -0.64 3.90 -5.02 0.22
H -0.81 -1.26 -2.86 0.34
H 5.40 2.42 -0.64 0.43



85
Properties=species:S:1:pos:R:3:mulliken_charge:R:1 method="wB97M-V/def2-TZVPD" e_tot_ha=-3111.56701 homo_lumo_gap_ev="7.3 / 6.3" fmax_ev_per_a=0.71 multiplicity=3 s2=2.038 charge=+2 homo_energy_ev="-14.0 / -14.2" e_lumo_ev="-6.64 / -7.90"
Sb -1.18 1.54 3.14 0.69
Mo -0.24 0.05 1.05 -0.74
S 0.91 -1.65 2.57 -0.23
Si -2.51 -0.95 -0.84 0.15
Si 1.05 1.72 5.59 0.16
Si 0.53 4.42 4.01 0.93
F 0.36 1.85 -1.13 -0.31
F -1.65 2.37 -0.52 -0.28
F 0.02 3.01 0.67 0.01
N 1.48 -4.19 2.65 -0.16
N -1.71 -3.60 1.45 -0.10
N 1.49 1.15 1.86 0.88
N 1.64 -3.24 0.52 0.16
C 2.85 1.92 6.02 -1.08
C 3.00 2.64 2.87 -0.73
C -1.55 -1.24 0.97 1.85
C 1.63 -5.62 2.37 -1.11
C -3.39 -4.48 2.92 -0.57
C -2.30 -4.62 2.08 -0.55
C -3.01 -2.69 -1.22 -1.13
C 0.69 5.23 2.34 -1.17
C -3.29 -2.14 2.50 -0.46
C 1.73 2.06 2.83 -1.70
C 0.73 -0.11 5.61 -1.13
C -2.21 -2.38 1.66 0.07
C -0.46 1.94 -0.04 0.14
C -1.40 -0.40 -2.24 -1.08
C -3.90 -3.21 3.14 -0.72
C -0.09 2.48 6.84 -1.01
C -2.63 2.96 2.48 -1.19
C -4.00 0.08 -0.46 -0.86
C -1.11 4.84 4.82 -1.27
C 1.38 -3.16 1.82 0.63
C 2.27 -4.31 -0.25 -1.18
C 1.88 5.14 5.08 -1.37
C 0.67 2.47 3.82 1.80
C 3.96 2.33 1.93 -0.97
C 3.66 1.43 0.91 -1.35
C 2.41 0.87 0.94 -0.23
H -0.27 -0.41 5.26 0.37
H -0.35 -0.66 -2.10 0.31
H -3.76 1.07 -0.09 0.17
H 3.19 2.96 6.05 0.33
H 1.48 -0.67 5.04 0.18
H -4.63 -0.44 0.27 0.32
H -3.70 -3.11 -0.48 0.34
H 1.63 6.20 5.18 0.49
H 4.36 1.17 0.13 0.51
H -1.88 -5.60 1.88 0.48
H -1.63 3.98 5.24 0.31
H 1.91 4.73 6.09 0.34
H -3.65 -1.12 2.64 0.47
H 1.54 4.85 1.77 0.30
H 1.39 -2.42 0.01 0.00
H -3.54 -2.64 -2.18 0.44
H 1.55 -5.07 -0.56 0.37
H -3.21 3.32 3.33 0.48
H 0.18 2.06 7.82 0.45
H -3.28 2.45 1.78 0.45
H 4.93 2.80 1.97 0.51
H -0.21 5.14 1.73 0.26
H 0.80 -0.45 6.66 0.48
H -4.74 -3.05 3.79 0.48
H -1.47 0.66 -2.46 0.33
H 3.07 -4.77 0.32 0.42
H -0.92 5.54 5.65 0.48
H 2.88 5.09 4.65 0.39
H 3.22 3.35 3.66 0.41
H 1.18 -6.17 3.19 0.36
H 2.70 -3.86 -1.14 0.36
H -1.14 2.22 6.66 0.30
H -0.02 3.57 6.92 0.32
H 2.98 1.52 7.03 0.49
H 2.11 0.16 0.17 0.27
H -1.74 -0.95 -3.12 0.48
H 1.11 -5.89 1.46 0.36
H 0.87 6.30 2.51 0.52
H -3.83 -5.35 3.40 0.46
H -2.12 3.79 1.99 0.27
H -2.16 -3.36 -1.33 0.31
H 3.50 1.35 5.36 0.35
H 1.29 -3.95 3.61 0.27
H -4.59 0.19 -1.37 0.42
H -1.77 5.35 4.12 0.41
H 2.68 -5.91 2.29 0.37



82
Properties=species:S:1:pos:R:3:mulliken_charge:R:1 method="wB97M-V/def2-TZVPD" e_tot_ha=-5278.99830 homo_lumo_gap_ev="6.8 / 6.9" fmax_ev_per_a=2.42 multiplicity=6 s2=8.758 charge=0 homo_energy_ev="-6.5 / -6.6" e_lumo_ev="0.23 / 0.23"
As 0.36 -1.62 -1.92 -0.43
Mn 0.15 0.18 -0.16 0.62
Si 1.14 -3.64 -0.82 0.64
Si -1.75 -2.37 -2.58 0.61
O -0.48 2.06 -1.02 -0.53
N 2.39 1.04 0.03 1.41
N 0.61 0.41 1.94 1.75
N -0.46 3.96 -2.24 0.20
N -2.07 0.51 1.25 1.12
C -0.20 3.28 -1.10 0.56
C 0.73 -3.63 0.99 -0.68
C 0.04 -0.87 3.99 -0.17
C -3.37 0.10 0.63 -1.26
C -2.17 -1.82 4.16 -0.94
C -2.51 -1.18 2.98 -0.04
C -2.96 -1.16 -3.38 -0.98
C -0.91 -1.67 4.66 -0.73
C 0.42 -5.29 -1.41 -1.28
C -0.26 -0.24 2.80 -1.12
C 1.60 1.30 2.32 -0.15
C 3.02 -0.26 0.15 -1.16
C 0.30 4.07 0.06 -0.61
C 1.72 2.00 3.54 -0.70
C 2.59 3.06 3.68 -0.77
C 3.50 2.60 1.57 -0.13
C 2.51 1.70 1.30 -0.42
C -1.39 -3.65 -3.89 -1.25
C 3.56 3.35 2.72 -0.97
C 3.04 -3.66 -1.23 -1.27
C -1.63 -0.38 2.32 0.26
C -2.57 -3.29 -1.16 -0.46
C 3.02 1.82 -1.10 -1.32
C -0.22 5.37 -2.52 -1.01
C -1.18 3.28 -3.29 -1.15
C -2.20 1.94 1.69 -1.41
H -2.34 2.56 0.85 0.43
H -1.29 2.23 2.22 0.30
H 0.35 5.88 -1.76 0.35
H 1.12 -2.69 1.44 -0.12
H -0.48 3.20 -4.14 0.36
H -3.52 -1.16 2.57 0.40
H 1.18 4.74 -0.25 0.43
H -0.51 4.73 0.39 0.46
H 4.12 -0.26 0.34 0.22
H 2.72 2.85 -1.07 0.42
H 4.14 1.76 -1.01 0.41
H 3.14 -2.86 -1.98 0.37
H -1.38 2.24 -3.02 0.26
H -3.45 -0.96 0.37 0.30
H -1.99 -4.19 -1.01 0.04
H -1.19 5.77 -2.73 0.30
H 4.31 4.17 2.81 0.35
H -4.19 0.40 1.33 0.45
H -2.07 -4.50 -3.75 0.34
H 3.34 -4.58 -1.77 0.40
H -2.86 -2.50 4.68 0.38
H 1.12 -4.43 1.57 0.56
H -0.35 -3.55 1.11 0.09
H 4.21 2.82 0.79 0.40
H -3.23 -0.39 -2.68 0.18
H 0.76 -6.14 -0.84 0.42
H -0.66 -5.27 -1.24 0.35
H 2.77 1.44 -2.10 0.10
H -3.04 2.10 2.40 0.36
H -2.50 -2.77 -0.17 -0.20
H -3.86 -1.63 -3.87 0.30
H -2.42 -0.55 -4.13 0.30
H 2.65 3.53 4.66 0.38
H -1.65 -3.19 -4.82 0.41
H 0.50 -5.51 -2.49 0.33
H -2.05 3.83 -3.52 0.37
H -0.35 -4.02 -3.93 0.23
H 1.05 -0.77 4.37 0.45
H 1.02 1.81 4.37 0.35
H 0.38 5.38 -3.40 0.36
H 2.83 -0.79 -0.82 0.30
H -3.51 0.62 -0.35 0.10
H 3.74 -3.48 -0.37 0.31
H 2.56 -0.80 1.01 0.19
H 0.58 3.38 0.84 -0.55
H -3.56 -3.59 -1.44 0.43
H -0.54 -2.15 5.56 0.37



104
Properties=species:S:1:pos:R:3:mulliken_charge:R:1 method="wB97M-V/def2-TZVPD" e_tot_ha=-4825.60777 homo_lumo_gap_ev=1.1 fmax_ev_per_a=2.98 multiplicity=1 charge=+2 homo_energy_ev=-11.1 e_lumo_ev=-9.99
Cl 3.80 4.46 -3.54 -0.16
Cl -2.65 -1.95 -8.33 1.72
P 4.08 0.40 -3.64 1.02
Mg 0.49 0.60 8.19 0.58
Na 1.20 0.91 -3.77 0.72
Na 7.95 0.50 -4.33 1.03
F -1.44 -2.34 7.77 -0.34
F -1.00 4.61 -2.55 -0.57
F -3.56 0.33 8.52 -0.19
F -3.05 -1.61 6.50 -0.22
F -7.02 -2.82 8.43 -0.31
F -1.56 0.39 7.61 -0.11
F -7.44 -0.45 7.25 -0.26
F -5.76 -1.22 9.22 -0.27
F -5.36 -0.33 6.59 -0.20
O 3.51 1.26 -4.69 -0.65
O -3.50 -2.48 8.52 -0.36
O -1.51 -2.84 -8.27 -0.58
O -0.96 1.59 2.06 -0.22
O 3.91 -1.13 -4.09 -0.42
O -3.82 -2.66 -7.89 -0.57
O 2.52 -5.21 -3.11 -0.37
O 3.91 5.27 1.44 -0.54
O 4.56 5.75 -0.68 -0.23
O -2.83 -1.48 -9.67 -0.58
O -2.42 -0.83 -7.44 -0.59
O 5.72 0.73 -3.50 -0.58
O -2.02 -0.38 1.93 -0.58
O 4.81 7.26 0.84 -0.35
N 1.98 1.21 -1.94 -0.34
C 3.03 -4.14 -2.34 -0.41
C -2.66 -1.73 7.78 0.88
C -4.74 -2.96 8.00 -0.70
C -2.25 1.27 -2.91 -1.55
C -1.46 0.44 2.58 0.39
C -0.91 -2.87 -3.50 0.15
C 1.39 -5.78 -2.52 -0.91
C -1.35 -2.09 -4.74 -1.13
C 4.09 4.49 -1.07 0.11
C -0.24 2.33 3.06 -0.58
C -0.09 -4.11 -3.83 -0.77
C -6.35 -1.19 6.94 0.09
C -1.15 0.38 4.07 -0.05
C -0.96 1.87 -2.33 -0.58
C 3.30 0.59 -1.91 -0.60
C 4.63 7.75 2.17 -0.64
C 0.12 -4.92 -2.54 -0.57
C 2.53 4.46 -1.13 -1.03
C -5.95 -2.02 8.15 0.85
C -2.25 -0.26 -3.14 -0.08
C -2.45 -0.36 8.43 0.04
C -0.80 1.83 4.39 -0.35
C -1.63 -0.60 -4.51 -0.57
C 4.38 6.03 0.63 0.72
C -0.39 1.14 -1.07 -0.82
C 0.90 0.32 -1.42 -0.75
Be 0.46 -7.21 -0.70 0.25
H 2.20 3.51 -1.53 0.03
H 3.20 -4.46 -1.31 0.37
H -2.36 -0.30 -5.26 0.58
H 4.71 4.26 -2.13 0.14
H 1.65 -5.97 -1.43 0.28
H 0.83 2.11 2.95 0.26
H -0.76 -5.53 -2.32 0.53
H -0.59 -4.74 -4.57 0.52
H -3.12 1.57 -2.34 0.42
H 1.30 -0.25 -0.58 0.74
H 3.29 -0.40 -1.45 0.36
H 0.20 -4.21 -1.71 0.46
H -4.64 -3.35 6.99 0.34
H 2.32 -3.31 -2.31 0.00
H -1.81 -3.13 -2.94 0.37
H 5.05 7.06 2.90 0.30
H -0.30 -2.25 -2.84 -0.43
H -2.37 1.72 -3.90 0.38
H -0.25 2.00 -3.13 0.62
H 3.94 -3.78 -2.80 0.18
H -0.15 1.83 -0.27 0.29
H -1.21 2.92 -2.01 0.35
H 6.21 -0.09 -3.38 0.29
H -1.76 -0.77 -2.31 0.09
H -4.97 -3.82 8.63 0.40
H 2.14 5.26 -1.73 0.46
H -0.10 1.95 5.23 0.18
H -0.78 0.06 -4.72 0.23
H 3.95 1.26 -1.34 0.32
H 2.11 4.61 -0.13 0.43
H -0.53 -2.16 -5.46 0.34
H 5.14 8.70 2.22 0.24
H -2.18 -2.62 -5.20 0.31
H -6.59 -1.82 6.08 0.30
H 1.19 -6.76 -2.95 0.47
H -2.01 0.02 4.62 0.04
H -0.30 -0.29 4.22 0.28
H 0.86 -3.78 -4.25 0.36
H -2.01 -0.47 9.43 0.30
H 4.72 -1.55 -4.41 0.24
H -0.40 3.39 2.91 0.35
H -1.71 2.38 4.64 0.29
H -1.09 0.40 -0.69 0.65
H -3.29 -0.58 -3.17 0.48
H 3.57 7.90 2.37 0.31
H 0.58 -0.39 -2.23 0.29
H 4.43 3.69 -0.39 0.42